(1)
# C7H17IN3

The ion C7H17IN3 with charge +1 (the ωB97M-V functional and the def2-TZVPD basis, the Open Molecules 2025 dataset).

Each line ends with the Mulliken charge.
Positions of all 28 atoms, in Å:
N (0.180, 0.201, -0.129)  0.541
H (1.431, 2.381, -2.149)  0.257
H (-1.676, -0.749, -3.241)  0.271
H (0.880, -1.388, 3.510)  0.368
N (1.070, 1.498, -1.810)  -0.271
H (-0.072, 2.849, 0.746)  0.239
C (0.809, -0.108, 1.183)  -1.207
H (1.323, -3.026, 2.959)  0.385
H (-1.732, 1.179, 0.179)  0.374
H (-2.835, 0.501, -2.897)  0.310
H (1.594, 3.028, 0.319)  0.249
I (2.283, -2.355, -0.111)  0.080
H (2.473, -1.693, 2.847)  0.400
H (1.462, 0.662, -2.229)  0.306
N (0.719, 2.542, 0.203)  -0.336
C (-1.911, 0.051, -2.539)  -1.043
C (1.420, -1.963, 2.754)  -1.312
H (-3.131, -0.439, -0.848)  0.425
H (1.822, 0.298, 1.203)  0.543
C (0.647, 1.437, -0.564)  -0.039
H (-1.843, -1.584, -1.105)  0.273
H (-0.045, -2.103, 1.162)  0.482
C (-2.076, -0.519, -1.120)  -0.553
C (0.906, -1.615, 1.365)  -0.144
H (-1.516, -0.387, 0.921)  0.479
C (-1.328, 0.175, 0.007)  -0.758
H (0.254, 0.347, 2.012)  0.392
H (-1.109, 0.779, -2.628)  0.290

Calculated values
Kohn-Sham gap, eV: 8.37
Charge: +1
Highest occupied orbital energy, eV: -12.4
Multiplicity: 1
Lowest unoccupied orbital energy, eV: -4.02
SMILES: CCCN(C[C@H](C)I)C(N)=[NH2+]

---

(2)
# C4H8

A cluster of 2 separate species, C4H8 in total (the ωB97M-V functional and the def2-TZVPD basis, the Open Molecules 2025 dataset).

Each line ends with the Löwdin spin population.
Positions of all 12 atoms, in Å:
H (1.314, 1.485, 1.129)  0.037
C (1.254, 1.028, 0.151)  0.362
H (-2.238, -1.801, -0.756)  0.007
H (0.291, 0.979, -0.325)  0.043
H (-1.352, 0.705, 0.815)  0.005
H (-0.565, -1.044, -0.816)  0.026
H (-2.949, -0.168, 0.931)  0.002
C (-1.961, -0.120, 0.477)  0.016
H (3.138, -0.029, 0.353)  0.040
C (2.270, 0.165, -0.279)  0.349
H (2.390, -0.310, -1.246)  0.049
C (-1.553, -1.051, -0.373)  0.064

Calculated values
Kohn-Sham gap (spin up / spin down), eV: 2.87 / 7.59
Charge: -1
Highest occupied orbital energy (spin up / spin down), eV: 1.4 / -3.4
Multiplicity: 2
Lowest unoccupied orbital energy (spin up / spin down), eV: 4.26 / 4.17
Relative energy (zero: lowest compared OMol25 entry of this formula, charge and spin), kcal/mol: 36.3

---

(3)
# C2IN2P

A cluster of 2 separate species, C2IN2P in total (the ωB97M-V functional and the def2-TZVPD basis, the Open Molecules 2025 dataset).

Each line ends with the Mulliken charge.
Positions of all 6 atoms, in Å:
P (-0.576, -0.869, -1.107)  0.153
N (0.976, 2.137, -0.196)  -0.359
C (1.284, 3.201, 0.094)  -0.256
I (-2.213, 0.223, 0.269)  0.313
C (0.040, -1.971, 0.097)  0.336
N (0.490, -2.721, 0.843)  -0.187

Calculated values
Kohn-Sham gap (spin up / spin down), eV: 3.74 / 3.74
Highest occupied orbital energy (spin up / spin down), eV: -8.8 / -8.8
Multiplicity: 1
Lowest unoccupied orbital energy (spin up / spin down), eV: -5.04 / -5.04
Relative energy (zero: lowest compared OMol25 entry of this formula, charge and spin), kcal/mol: 106.1

---

(4)
# C16H22ClF3NO10

A cluster of 4 separate species, C16H22ClF3NO10 in total (the ωB97M-V functional and the def2-TZVPD basis, the Open Molecules 2025 dataset).

Each line ends with the Mulliken charge.
Positions of all 53 atoms, in Å:
O (0.707, -4.232, 0.304)  -0.608
O (-5.052, 0.215, -2.632)  -0.287
C (-2.155, 0.538, 0.811)  -0.987
C (1.188, -6.944, -1.698)  -0.415
H (-2.816, 1.031, -4.793)  0.270
H (0.540, 4.851, 6.281)  0.287
C (-5.075, 1.574, -2.714)  0.638
H (1.015, -7.846, -1.101)  0.300
H (3.508, 1.483, 0.545)  0.470
H (-2.397, 0.888, -3.071)  -0.007
H (-0.069, 3.380, 5.489)  0.283
C (-3.227, 0.943, -3.784)  -0.056
O (-4.041, 2.055, -3.469)  -0.311
C (-4.175, -0.199, -3.655)  0.272
H (1.582, -2.486, -0.890)  0.097
C (-0.075, -6.338, -2.206)  0.299
H (-4.746, -0.414, -4.565)  0.257
H (0.052, -5.727, -3.107)  0.270
H (3.410, 1.038, -1.857)  0.340
F (-3.533, -1.315, -3.240)  -0.257
O (3.979, 4.251, 4.566)  -0.537
O (-0.502, -5.524, -1.138)  -0.254
H (-2.713, 1.465, 0.355)  0.255
H (1.887, -7.186, -2.503)  0.273
O (1.991, 3.620, 5.505)  -0.303
C (0.640, -5.150, -0.497)  0.706
C (1.933, -1.374, -0.780)  0.299
F (-0.099, 5.955, 4.150)  -0.294
O (-5.919, 2.278, -2.184)  -0.519
H (-0.506, 0.587, -0.762)  -0.216
H (1.686, 2.022, -1.584)  0.312
C (-0.530, 0.634, 0.431)  0.448
C (1.451, 1.781, 1.294)  -0.444
Cl (0.962, -0.638, -3.187)  0.040
C (0.697, 4.863, 4.122)  0.514
H (0.426, 4.225, 3.275)  0.073
H (1.521, 1.358, 2.403)  0.228
H (-2.535, -0.436, 0.251)  0.279
C (2.348, 1.092, -1.318)  -0.543
H (3.823, -0.993, 0.442)  0.336
H (-0.039, -0.305, 0.928)  0.071
C (2.467, 0.953, 0.311)  0.014
C (0.689, 4.166, 5.439)  -0.409
O (1.706, -5.925, -0.867)  -0.288
F (-1.013, -7.286, -2.421)  -0.269
H (2.088, -0.890, 1.492)  0.364
H (-2.351, 0.439, 1.961)  0.321
N (1.801, -0.303, -1.675)  0.043
C (2.701, -0.657, 0.517)  -0.681
O (2.033, 5.292, 3.984)  -0.289
C (2.771, 4.379, 4.677)  0.687
H (1.891, 2.889, 1.369)  0.291
O (0.075, 1.925, 0.798)  -0.363

Calculated values
Kohn-Sham gap, eV: 8.22
Charge: +1
Highest occupied orbital energy, eV: -13.2
Multiplicity: 1
Lowest unoccupied orbital energy, eV: -5.02

---

Question: What is the multiplicity in the third record?
Answer: 1

---

Repeat the fourth record exactly.
# C16H22ClF3NO10

A cluster of 4 separate species, C16H22ClF3NO10 in total (the ωB97M-V functional and the def2-TZVPD basis, the Open Molecules 2025 dataset).

Each line ends with the Mulliken charge.
Positions of all 53 atoms, in Å:
O (0.707, -4.232, 0.304)  -0.608
O (-5.052, 0.215, -2.632)  -0.287
C (-2.155, 0.538, 0.811)  -0.987
C (1.188, -6.944, -1.698)  -0.415
H (-2.816, 1.031, -4.793)  0.270
H (0.540, 4.851, 6.281)  0.287
C (-5.075, 1.574, -2.714)  0.638
H (1.015, -7.846, -1.101)  0.300
H (3.508, 1.483, 0.545)  0.470
H (-2.397, 0.888, -3.071)  -0.007
H (-0.069, 3.380, 5.489)  0.283
C (-3.227, 0.943, -3.784)  -0.056
O (-4.041, 2.055, -3.469)  -0.311
C (-4.175, -0.199, -3.655)  0.272
H (1.582, -2.486, -0.890)  0.097
C (-0.075, -6.338, -2.206)  0.299
H (-4.746, -0.414, -4.565)  0.257
H (0.052, -5.727, -3.107)  0.270
H (3.410, 1.038, -1.857)  0.340
F (-3.533, -1.315, -3.240)  -0.257
O (3.979, 4.251, 4.566)  -0.537
O (-0.502, -5.524, -1.138)  -0.254
H (-2.713, 1.465, 0.355)  0.255
H (1.887, -7.186, -2.503)  0.273
O (1.991, 3.620, 5.505)  -0.303
C (0.640, -5.150, -0.497)  0.706
C (1.933, -1.374, -0.780)  0.299
F (-0.099, 5.955, 4.150)  -0.294
O (-5.919, 2.278, -2.184)  -0.519
H (-0.506, 0.587, -0.762)  -0.216
H (1.686, 2.022, -1.584)  0.312
C (-0.530, 0.634, 0.431)  0.448
C (1.451, 1.781, 1.294)  -0.444
Cl (0.962, -0.638, -3.187)  0.040
C (0.697, 4.863, 4.122)  0.514
H (0.426, 4.225, 3.275)  0.073
H (1.521, 1.358, 2.403)  0.228
H (-2.535, -0.436, 0.251)  0.279
C (2.348, 1.092, -1.318)  -0.543
H (3.823, -0.993, 0.442)  0.336
H (-0.039, -0.305, 0.928)  0.071
C (2.467, 0.953, 0.311)  0.014
C (0.689, 4.166, 5.439)  -0.409
O (1.706, -5.925, -0.867)  -0.288
F (-1.013, -7.286, -2.421)  -0.269
H (2.088, -0.890, 1.492)  0.364
H (-2.351, 0.439, 1.961)  0.321
N (1.801, -0.303, -1.675)  0.043
C (2.701, -0.657, 0.517)  -0.681
O (2.033, 5.292, 3.984)  -0.289
C (2.771, 4.379, 4.677)  0.687
H (1.891, 2.889, 1.369)  0.291
O (0.075, 1.925, 0.798)  -0.363

Calculated values
Kohn-Sham gap, eV: 8.22
Charge: +1
Highest occupied orbital energy, eV: -13.2
Multiplicity: 1
Lowest unoccupied orbital energy, eV: -5.02

---

Repeat the third record exactly.
# C2IN2P

A cluster of 2 separate species, C2IN2P in total (the ωB97M-V functional and the def2-TZVPD basis, the Open Molecules 2025 dataset).

Each line ends with the Mulliken charge.
Positions of all 6 atoms, in Å:
P (-0.576, -0.869, -1.107)  0.153
N (0.976, 2.137, -0.196)  -0.359
C (1.284, 3.201, 0.094)  -0.256
I (-2.213, 0.223, 0.269)  0.313
C (0.040, -1.971, 0.097)  0.336
N (0.490, -2.721, 0.843)  -0.187

Calculated values
Kohn-Sham gap (spin up / spin down), eV: 3.74 / 3.74
Highest occupied orbital energy (spin up / spin down), eV: -8.8 / -8.8
Multiplicity: 1
Lowest unoccupied orbital energy (spin up / spin down), eV: -5.04 / -5.04
Relative energy (zero: lowest compared OMol25 entry of this formula, charge and spin), kcal/mol: 106.1

---

Question: Among the records above, which one has the highest multiplicity?
Answer: C4H8